{
  "formula": "C69H162N10O17",
  "method": "ωB97M-V/def2-TZVPD",
  "species": ["C", "C", "C", "C", "C", "C", "C", "C", "C", "N", "O", "H", "H", "H", "H", "H", "H", "H", "H", "H", "H", "H", "H", "H", "H", "H", "H", "H", "H", "H", "C", "C", "C", "C", "C", "C", "C", "C", "C", "N", "O", "H", "H", "H", "H", "H", "H", "H", "H", "H", "H", "H", "H", "H", "H", "H", "H", "H", "H", "H", "C", "C", "C", "C", "C", "C", "C", "C", "C", "N", "O", "H", "H", "H", "H", "H", "H", "H", "H", "H", "H", "H", "H", "H", "H", "H", "H", "H", "H", "H", "C", "O", "C", "C", "N", "C", "C", "O", "C", "H", "H", "H", "H", "H", "H", "H", "H", "H", "H", "H", "H", "H", "H", "H", "C", "O", "C", "C", "N", "C", "C", "O", "C", "H", "H", "H", "H", "H", "H", "H", "H", "H", "H", "H", "H", "H", "H", "H", "C", "O", "C", "C", "N", "C", "C", "O", "C", "H", "H", "H", "H", "H", "H", "H", "H", "H", "H", "H", "H", "H", "H", "H", "C", "O", "C", "C", "N", "C", "C", "O", "C", "H", "H", "H", "H", "H", "H", "H", "H", "H", "H", "H", "H", "H", "H", "H", "C", "O", "C", "C", "N", "C", "C", "O", "C", "H", "H", "H", "H", "H", "H", "H", "H", "H", "H", "H", "H", "H", "H", "H", "C", "O", "C", "C", "N", "C", "C", "O", "C", "H", "H", "H", "H", "H", "H", "H", "H", "H", "H", "H", "H", "H", "H", "H", "C", "O", "C", "C", "N", "C", "C", "O", "C", "H", "H", "H", "H", "H", "H", "H", "H", "H", "H", "H", "H", "H", "H", "H"],
  "coordinates": [[-1.20839, 1.89925, -13.53530], [-2.68247, 2.22287, -13.21415], [-3.33431, 2.99424, -14.39359], [-3.38454, 0.81468, -13.13894], [-3.01069, 0.01585, -11.91240], [-3.31131, 0.84947, -10.67318], [-2.57160, 2.17950, -10.61758], [-3.16841, 3.09273, -9.52456], [-1.11421, 1.85730, -10.32608], [-2.86211, 2.86015, -11.91643], [-2.28501, 4.18693, -11.89995], [-1.13457, 1.49017, -14.54292], [-0.58722, 2.77447, -13.72569], [-0.64169, 1.25503, -12.86305], [-2.79992, 3.91909, -14.61077], [-3.30031, 2.38162, -15.29450], [-4.36441, 3.27533, -14.17459], [-4.46782, 0.85907, -13.25137], [-3.16708, 0.22513, -14.02958], [-3.56994, -0.91840, -11.86195], [-1.97538, -0.32504, -11.90900], [-3.07644, 0.17480, -9.84991], [-4.37840, 1.06550, -10.72536], [-2.56123, 3.98416, -9.36710], [-3.22683, 2.52537, -8.59569], [-4.15115, 3.47672, -9.79816], [-0.78472, 2.10747, -9.31765], [-0.43623, 2.42553, -10.96292], [-0.74107, 0.83645, -10.40807], [-2.97163, 4.75153, -12.26245], [-4.38326, 7.34097, 9.98197], [-3.34179, 7.06619, 11.12289], [-3.42632, 8.28140, 12.10837], [-3.86546, 5.78901, 11.79053], [-2.91151, 5.16953, 12.80132], [-1.53807, 4.91958, 12.16406], [-0.89819, 6.26812, 11.66538], [-0.50299, 7.35426, 12.69450], [0.35578, 5.93353, 10.92777], [-1.86601, 6.89475, 10.69161], [-1.31112, 7.82228, 9.81318], [-4.42399, 6.57657, 9.20600], [-5.39952, 7.31847, 10.37542], [-4.16197, 8.24760, 9.41882], [-2.76027, 9.10489, 11.85080], [-4.38288, 8.80295, 12.07550], [-3.30785, 8.08318, 13.17363], [-4.83657, 6.02240, 12.22708], [-4.04622, 4.90269, 11.18235], [-2.87602, 5.61886, 13.79376], [-3.37196, 4.22515, 13.09151], [-1.69153, 4.20443, 11.35590], [-0.89316, 4.54805, 12.96039], [-1.32107, 7.75855, 13.29067], [0.04481, 8.14659, 12.18438], [0.11078, 6.84527, 13.43768], [0.84188, 6.87831, 10.68448], [0.20727, 5.37387, 10.00428], [1.04681, 5.44436, 11.61427], [-0.95627, 8.50699, 10.38489], [-13.01946, -0.17446, 2.88065], [-12.15387, 0.28639, 1.72484], [-12.10332, -0.74786, 0.58833], [-12.80168, 1.43544, 0.94307], [-12.78040, 2.70243, 1.76883], [-11.30942, 3.04251, 2.18537], [-10.53689, 1.88310, 2.86060], [-9.04564, 2.24299, 2.69020], [-10.93520, 1.78139, 4.37159], [-10.79820, 0.60730, 2.16314], [-10.14876, -0.41688, 2.76020], [-12.51836, -0.97375, 3.42667], [-13.55232, 0.58175, 3.45709], [-13.75846, -0.81844, 2.40392], [-13.09608, -1.12445, 0.34197], [-11.50487, -0.41530, -0.25982], [-11.66494, -1.63966, 1.03623], [-12.17469, 1.69547, 0.09021], [-13.78534, 1.14916, 0.57085], [-13.14491, 3.62146, 1.30990], [-13.43759, 2.60104, 2.63249], [-11.35298, 3.85710, 2.90831], [-10.82247, 3.51983, 1.33499], [-8.96587, 3.31156, 2.88995], [-8.59043, 2.09276, 1.71127], [-8.45342, 1.70031, 3.42701], [-11.88922, 1.26319, 4.46862], [-11.07395, 2.76756, 4.81466], [-10.28456, 1.14819, 4.97478], [-9.52595, -0.69303, 2.08385], [9.55754, 2.45987, 0.34418], [9.85590, 3.86077, 0.21673], [9.33955, 4.60429, 1.35734], [9.69414, 6.07642, 1.19605], [9.16786, 6.75796, -0.00347], [7.74679, 7.11893, 0.04224], [7.38769, 7.83300, 1.34330], [7.30745, 6.94066, 2.50691], [7.13551, 7.74632, 3.71660], [10.37828, 1.87946, -0.07727], [8.63114, 2.40776, -0.22780], [9.42124, 1.98466, 1.31562], [9.68902, 4.18533, 2.30098], [8.24978, 4.60205, 1.33501], [10.76557, 6.02292, 1.00301], [9.50297, 6.56890, 2.14947], [9.47940, 6.20018, -0.78572], [7.12771, 6.22764, -0.05982], [7.52724, 7.74246, -0.82443], [6.37802, 8.20248, 1.16402], [8.01735, 8.69718, 1.55504], [6.25730, 8.38117, 3.59908], [8.02130, 8.27582, 4.06747], [6.77580, 7.00894, 4.43422], [-3.87743, -5.50684, -3.68370], [-3.49946, -4.67028, -2.60884], [-4.52996, -3.78597, -2.14081], [-3.82447, -2.97486, -1.07961], [-3.99994, -3.67833, 0.19170], [-3.27280, -3.19267, 1.33372], [-1.76534, -3.67592, 1.42037], [-1.77927, -5.10151, 1.69097], [-0.47772, -5.69718, 1.67765], [-3.06132, -6.17547, -3.95756], [-4.08326, -4.87096, -4.54474], [-4.78500, -6.00953, -3.34949], [-5.41551, -4.22430, -1.68065], [-4.82704, -3.10483, -2.93824], [-4.29432, -1.99678, -0.97628], [-2.79522, -2.70909, -1.32069], [-3.53027, -4.56961, 0.12013], [-3.80251, -3.58374, 2.20239], [-3.33209, -2.12713, 1.55556], [-1.26211, -3.24018, 2.28350], [-1.33578, -3.36501, 0.46805], [0.18774, -5.24257, 2.41153], [0.03703, -5.55960, 0.72675], [-0.51351, -6.74986, 1.95817], [0.83503, 1.74567, 1.73047], [1.68118, 1.02845, 0.85598], [2.21826, 1.82605, -0.21635], [3.00123, 0.93845, -1.24662], [2.16133, -0.08691, -1.88586], [3.00105, -1.07282, -2.57407], [2.05921, -2.28459, -2.96321], [2.98141, -3.10392, -3.72774], [2.33679, -4.21773, -4.29137], [1.30661, 2.57341, 2.26015], [0.56632, 0.98611, 2.46462], [-0.10346, 2.00347, 1.23968], [2.84943, 2.64766, 0.12228], [1.29765, 2.13611, -0.71077], [3.82396, 0.45783, -0.71723], [3.43063, 1.58539, -2.01159], [1.64991, -0.54917, -1.14771], [3.82420, -1.41612, -1.94743], [3.48181, -0.58847, -3.42400], [1.19444, -2.00094, -3.56306], [1.71998, -2.77657, -2.05163], [1.77027, -3.76841, -5.10701], [1.67299, -4.76572, -3.62266], [3.12500, -4.86810, -4.67058], [12.40192, 0.93566, 6.48625], [12.94749, 1.91402, 7.40250], [12.19604, 3.08817, 7.69177], [11.29547, 2.86949, 8.89902], [10.10476, 1.99846, 8.74824], [9.08889, 2.63704, 7.91427], [8.02025, 1.63405, 7.39013], [8.62112, 0.72109, 6.41215], [7.59767, -0.02484, 5.84026], [12.40384, 1.28882, 5.45505], [11.36337, 0.77253, 6.77422], [12.80432, -0.05588, 6.69361], [11.67191, 3.34641, 6.77161], [12.75755, 4.00589, 7.86669], [11.00388, 3.84722, 9.28255], [11.72784, 2.42177, 9.79385], [9.68928, 1.91339, 9.66488], [9.53792, 3.11148, 7.04170], [8.70635, 3.39037, 8.60292], [7.25902, 2.24402, 6.90377], [7.56517, 1.02865, 8.17403], [8.01044, -0.65330, 5.05113], [6.87315, 0.65614, 5.39369], [7.08439, -0.57919, 6.62599], [-2.92920, 10.22862, 1.40124], [-2.97886, 9.71624, 2.65900], [-1.86861, 10.22938, 3.40344], [-2.18141, 11.63356, 3.91571], [-1.03405, 12.17842, 4.62301], [-1.29257, 13.49909, 5.18325], [-0.09808, 13.90162, 6.12529], [-0.26637, 13.18512, 7.30404], [0.79535, 13.47400, 8.25258], [-2.99089, 11.31655, 1.42778], [-3.75907, 9.84788, 0.80590], [-2.05804, 9.94098, 0.81265], [-0.93693, 10.05653, 2.86474], [-1.96350, 9.68189, 4.34117], [-3.05948, 11.50954, 4.54952], [-2.44948, 12.37105, 3.15916], [-0.77216, 11.58155, 5.39454], [-2.27233, 13.55779, 5.65731], [-1.23722, 14.23841, 4.38424], [-0.17783, 14.96354, 6.35778], [0.89920, 13.75998, 5.70877], [0.90185, 12.55867, 8.83477], [0.38438, 14.19356, 8.96071], [1.75365, 13.72244, 7.79649], [-1.55850, -14.27228, -8.76951], [-2.06814, -15.48826, -9.25205], [-2.51430, -16.38408, -8.22725], [-2.99358, -17.69086, -8.83580], [-4.32336, -17.78255, -9.39122], [-4.58514, -16.72227, -10.30560], [-5.94321, -16.74600, -10.94124], [-6.25687, -18.01340, -11.48372], [-7.62399, -18.13157, -11.80545], [-2.30812, -13.58781, -8.37242], [-1.06191, -13.76395, -9.59601], [-0.76697, -14.49163, -8.05294], [-3.28713, -15.93717, -7.60187], [-1.75236, -16.68513, -7.50828], [-2.90918, -18.53818, -8.15534], [-2.25784, -17.92942, -9.60384], [-4.47173, -18.62353, -9.93053], [-3.74126, -16.82626, -10.98761], [-4.56329, -15.74931, -9.81473], [-6.00863, -16.04164, -11.77051], [-6.73934, -16.51986, -10.23189], [-7.88740, -18.83357, -12.59659], [-8.03173, -17.17387, -12.12900], [-8.14184, -18.44373, -10.89853], [7.47198, -9.79567, -2.23601], [6.98095, -10.94381, -1.63787], [7.73586, -12.14509, -1.95164], [7.23211, -12.70845, -3.37790], [7.33188, -11.71561, -4.46124], [8.73421, -11.65302, -4.95852], [8.88467, -10.36373, -5.73305], [8.71149, -9.10922, -5.03520], [8.58005, -7.96113, -5.82274], [6.73142, -9.21144, -2.78222], [8.42158, -9.88137, -2.76425], [7.72211, -9.16793, -1.38075], [7.31474, -12.86413, -1.24897], [8.79957, -11.91388, -1.89548], [6.21315, -13.07647, -3.25798], [7.72606, -13.63542, -3.66918], [6.89544, -10.82771, -4.25815], [8.89929, -12.58480, -5.49949], [9.39437, -11.61016, -4.09223], [8.10970, -10.50702, -6.48604], [9.88310, -10.35666, -6.17029], [9.43103, -7.83984, -6.49298], [8.72754, -7.12773, -5.13588], [7.62791, -7.87625, -6.34652]],
  "relative_energy_kcal_mol": 123.0,
  "e_lumo_ha": 0.0141,
  "fmax_ha_per_bohr": 0.077,
  "charge": 0,
  "smiles": "CC1(C)CCCC(C)(C)N1O.CC1(C)CCCC(C)(C)N1O.CC1(C)CCCC(C)(C)N1O.COCCNCCOC.COCCNCCOC.COCCNCCOC.COCCNCCOC.COCCNCCOC.COCCNCCOC.COCCNCCOC"
}